{"formula": "C51H51N9OP2S2TeYb", "method": "ωB97M-V with the def2-TZVPD basis set", "elements": ["Yb", "C", "C", "C", "C", "N", "C", "N", "C", "N", "C", "N", "C", "C", "C", "C", "C", "N", "C", "C", "C", "C", "C", "C", "H", "H", "H", "H", "H", "H", "H", "H", "H", "H", "H", "H", "Te", "C", "C", "C", "N", "C", "C", "C", "P", "C", "C", "C", "C", "C", "C", "C", "C", "C", "C", "C", "C", "P", "C", "C", "C", "C", "C", "C", "C", "C", "C", "C", "C", "C", "H", "H", "H", "H", "H", "H", "H", "H", "H", "H", "H", "H", "H", "H", "H", "H", "H", "H", "H", "H", "H", "H", "H", "H", "O", "H", "H", "C", "S", "C", "H", "H", "H", "H", "H", "H", "N", "C", "N", "S", "H", "H", "H", "H", "N", "H", "H", "H"], "xyz": [[1.368, 0.152, 1.849], [4.869, -2.537, 3.476], [4.679, -2.427, 4.868], [4.004, -1.333, 5.368], [3.330, -0.467, 4.457], [3.412, -0.669, 3.119], [4.240, -1.619, 2.649], [2.548, 0.509, 4.899], [2.598, 1.718, 4.270], [1.749, 2.052, 3.298], [2.363, 2.926, 2.424], [2.057, 2.885, 1.155], [2.750, 3.595, 0.179], [2.009, 4.274, -0.823], [2.675, 4.821, -1.910], [4.064, 4.606, -2.023], [4.726, 3.968, -1.005], [4.091, 3.514, 0.092], [3.473, 3.575, 3.209], [4.382, 4.608, 2.965], [5.597, 4.558, 3.655], [5.740, 3.764, 4.782], [4.897, 2.745, 5.015], [3.695, 2.708, 4.323], [5.562, -3.292, 3.030], [5.217, -3.118, 5.508], [3.880, -1.197, 6.445], [4.496, -1.553, 1.589], [0.923, 4.353, -0.731], [2.139, 5.403, -2.672], [4.609, 4.944, -2.884], [5.828, 3.875, -1.018], [4.150, 5.481, 2.305], [6.393, 5.300, 3.430], [6.500, 3.905, 5.561], [5.074, 1.954, 5.739], [-3.301, 0.103, -3.180], [-3.635, -1.425, -4.791], [-2.828, -1.581, -5.970], [-3.300, -2.363, -7.035], [-4.513, -2.890, -7.060], [-5.172, -2.948, -5.860], [-4.862, -2.098, -4.781], [-1.716, -0.671, -1.964], [-0.162, 0.058, -2.385], [0.969, -1.095, -3.154], [0.557, -2.015, -4.130], [1.561, -2.678, -4.814], [2.901, -2.466, -4.574], [3.325, -1.615, -3.574], [2.396, -0.868, -2.890], [-0.480, 1.362, -3.623], [-1.178, 2.507, -3.265], [-1.414, 3.458, -4.217], [-0.752, 3.467, -5.428], [-0.127, 2.285, -5.811], [-0.001, 1.192, -4.956], [-1.956, -1.679, -0.511], [-3.672, -1.643, -0.046], [-4.565, -2.196, -0.960], [-5.947, -2.072, -0.675], [-6.378, -1.447, 0.456], [-5.440, -0.829, 1.289], [-4.084, -1.014, 1.078], [-1.649, -3.453, -0.914], [-1.558, -4.321, 0.172], [-1.669, -5.710, 0.018], [-1.640, -6.201, -1.287], [-1.816, -5.367, -2.378], [-1.818, -3.992, -2.190], [-1.919, -0.972, -6.129], [-2.673, -2.517, -7.901], [-6.097, -3.576, -5.869], [-5.524, -2.070, -3.969], [-0.511, -2.178, -4.459], [1.299, -3.483, -5.573], [3.627, -3.091, -5.128], [4.378, -1.494, -3.377], [2.685, -0.053, -2.198], [-1.607, 2.586, -2.264], [-2.193, 4.201, -4.052], [-0.747, 4.327, -6.099], [0.260, 2.176, -6.856], [0.633, 0.327, -5.270], [-4.248, -2.555, -1.924], [-6.675, -2.453, -1.363], [-7.446, -1.453, 0.787], [-5.725, -0.289, 2.192], [-3.329, -0.737, 1.863], [-1.376, -3.924, 1.174], [-1.892, -6.336, 0.893], [-1.622, -7.291, -1.308], [-1.986, -5.787, -3.410], [-1.907, -3.329, -3.051], [1.883, -1.208, 0.052], [1.744, -2.170, 0.048], [1.759, -0.966, -0.896], [-1.809, 2.756, 5.830], [-2.701, 1.858, 4.550], [-3.895, 3.059, 3.870], [-2.545, 3.329, 6.341], [-1.016, 3.271, 5.278], [-1.338, 2.038, 6.489], [-4.948, 2.701, 3.879], [-3.569, 3.203, 2.838], [-3.755, 4.036, 4.395], [-0.229, -0.730, 5.293], [-0.742, -1.539, 4.330], [-1.932, -2.080, 4.589], [-0.026, -1.907, 2.834], [-0.600, -0.827, 6.226], [0.719, -0.380, 5.217], [-2.200, -2.200, 5.571], [-2.297, -2.779, 3.991], [-0.808, 1.469, 1.303], [-1.575, 1.372, 0.624], [-0.429, 2.419, 1.228], [-1.259, 1.469, 2.225]], "homo_energy_ev": [-8.9, -8.9], "charge": 1, "spin_multiplicity": 2, "largest_force_ev_per_a": 3.36, "homo_lumo_gap_ev": [6.195, 5.311], "s2": 0.76, "de_lowest_kcal_mol": 18.9}

=====

{"formula": "C51H52BrClF3N5O5W", "method": "ωB97M-V with the def2-TZVPD basis set", "elements": ["W", "C", "C", "C", "N", "C", "C", "C", "C", "C", "C", "C", "N", "C", "C", "C", "N", "C", "C", "C", "C", "C", "C", "C", "N", "C", "C", "H", "H", "H", "H", "H", "H", "H", "H", "H", "H", "H", "H", "H", "H", "H", "H", "H", "H", "H", "H", "H", "H", "H", "H", "H", "H", "Br", "C", "C", "N", "C", "C", "C", "C", "O", "O", "H", "H", "H", "Cl", "C", "C", "O", "O", "H", "H", "F", "C", "F", "F", "C", "C", "C", "C", "C", "C", "C", "C", "H", "H", "H", "H", "C", "C", "C", "C", "C", "C", "C", "C", "C", "C", "C", "C", "O", "H", "H", "H", "H", "H", "H", "H", "H", "H", "H", "H", "H", "H", "H", "H", "H", "H"], "xyz": [[-0.455, -0.430, -0.644], [-0.313, -1.247, 3.902], [-1.375, -0.243, 4.395], [-1.625, 0.938, 3.445], [-2.016, 0.399, 2.168], [-3.052, 0.804, 1.553], [-3.782, 2.032, 1.869], [-5.117, 2.231, 2.018], [-6.154, 1.286, 1.851], [-5.984, 0.061, 1.250], [-4.894, -0.498, 0.572], [-3.549, -0.057, 0.424], [-2.751, -0.509, -0.540], [-3.474, -1.304, -1.547], [-2.864, -1.401, -2.936], [-1.706, -2.376, -3.006], [-0.857, -2.175, -1.844], [-0.313, -3.283, -1.326], [0.234, -4.269, -2.146], [0.713, -5.545, -1.871], [0.655, -6.274, -0.706], [0.041, -5.841, 0.474], [-0.482, -4.626, 0.827], [-0.505, -3.368, 0.143], [-0.909, -2.263, 0.705], [-1.634, -2.420, 1.972], [-0.839, -2.539, 3.275], [0.331, -0.756, 3.178], [0.324, -1.531, 4.747], [-1.078, 0.160, 5.370], [-2.332, -0.759, 4.554], [-0.698, 1.513, 3.330], [-2.385, 1.600, 3.881], [-3.136, 2.867, 2.107], [-5.412, 3.227, 2.341], [-7.147, 1.554, 2.194], [-6.872, -0.567, 1.224], [-5.120, -1.446, 0.104], [-4.461, -0.853, -1.666], [-3.643, -2.322, -1.159], [-2.566, -0.414, -3.267], [-3.644, -1.752, -3.620], [-1.202, -2.287, -3.968], [-2.101, -3.398, -2.948], [0.360, -3.944, -3.172], [1.191, -6.034, -2.715], [1.073, -7.272, -0.709], [-0.023, -6.591, 1.257], [-0.895, -4.603, 1.823], [-2.257, -3.315, 1.876], [-2.313, -1.586, 2.048], [0.004, -3.226, 3.129], [-1.512, -3.028, 3.995], [-2.294, 6.557, 1.205], [-2.487, 5.454, -0.325], [-3.151, 5.944, -1.435], [-3.315, 5.229, -2.540], [-2.824, 3.988, -2.550], [-2.163, 3.414, -1.472], [-1.973, 4.173, -0.331], [-1.656, 2.013, -1.557], [-1.798, 1.391, -2.582], [-1.119, 1.562, -0.483], [-3.556, 6.949, -1.429], [-2.961, 3.402, -3.450], [-1.425, 3.758, 0.500], [4.373, -3.364, 1.285], [2.757, -3.071, 0.571], [2.577, -1.679, -0.059], [3.461, -0.844, -0.041], [1.393, -1.601, -0.545], [2.028, -3.189, 1.369], [2.587, -3.844, -0.174], [5.291, 3.815, 5.868], [4.732, 2.604, 6.111], [4.005, 2.763, 7.248], [5.742, 1.766, 6.424], [3.908, 2.121, 4.972], [4.062, 0.837, 4.467], [3.265, 0.403, 3.422], [2.295, 1.242, 2.862], [2.160, 2.541, 3.381], [2.954, 2.974, 4.423], [1.471, 0.797, 1.796], [0.744, 0.416, 0.898], [4.812, 0.178, 4.884], [3.398, -0.588, 3.007], [1.424, 3.200, 2.938], [2.840, 3.980, 4.812], [1.538, 3.141, -1.061], [2.917, 2.567, -1.334], [3.698, 2.331, -0.040], [3.008, 1.369, -2.284], [4.292, 1.184, -2.782], [4.589, 0.282, -3.786], [3.517, -0.334, -4.398], [2.203, -0.173, -3.963], [1.169, -0.610, -5.006], [1.149, -2.122, -5.272], [-0.221, -0.019, -4.814], [1.941, 0.527, -2.744], [0.786, 0.433, -2.118], [1.648, 4.128, -0.591], [0.970, 2.513, -0.394], [0.968, 3.263, -1.988], [3.458, 3.352, -1.880], [3.371, 1.412, 0.439], [3.567, 3.174, 0.648], [4.767, 2.225, -0.244], [5.088, 1.794, -2.361], [5.606, 0.128, -4.130], [3.683, -0.918, -5.301], [1.545, -0.162, -5.933], [0.470, -2.643, -4.599], [2.140, -2.561, -5.144], [0.813, -2.326, -6.296], [-0.596, -0.194, -3.816], [-0.923, -0.432, -5.549], [-0.198, 1.066, -4.936]], "homo_energy_ev": [-1.7, -2.1], "charge": -2, "spin_multiplicity": 3, "largest_force_ev_per_a": 1.86, "homo_lumo_gap_ev": [5.384, 5.854], "s2": 2.02, "de_lowest_kcal_mol": 42.7}